# 1
{"formula": "C45H95N5O5", "method": "ωB97M-V/def2-TZVPD", "orbital_gap_ev": [1.37, 8.21], "relative_energy_kcal_mol": 25.69, "homo_ev": [0.8, -6.0], "charge": -1, "spin_multiplicity": 2, "s2": 0.750, "elements": ["C", "C", "C", "C", "C", "C", "N", "O", "C", "C", "C", "H", "H", "H", "H", "H", "H", "H", "H", "H", "H", "H", "H", "H", "H", "H", "H", "H", "H", "H", "C", "C", "C", "C", "C", "C", "N", "O", "C", "C", "C", "H", "H", "H", "H", "H", "H", "H", "H", "H", "H", "H", "H", "H", "H", "H", "H", "H", "H", "H", "C", "C", "C", "C", "C", "C", "N", "O", "C", "C", "C", "H", "H", "H", "H", "H", "H", "H", "H", "H", "H", "H", "H", "H", "H", "H", "H", "H", "H", "H", "C", "C", "C", "C", "C", "C", "N", "O", "C", "C", "C", "H", "H", "H", "H", "H", "H", "H", "H", "H", "H", "H", "H", "H", "H", "H", "H", "H", "H", "H", "C", "C", "C", "C", "C", "C", "N", "O", "C", "C", "C", "H", "H", "H", "H", "H", "H", "H", "H", "H", "H", "H", "H", "H", "H", "H", "H", "H", "H", "H"], "xyz": [[5.375, 0.615, 4.180], [4.835, -0.729, 4.777], [3.420, -1.085, 4.092], [2.821, -2.503, 4.224], [4.148, -3.413, 3.908], [5.401, -3.211, 4.791], [5.827, -1.782, 4.642], [7.061, -1.546, 5.265], [4.991, -3.630, 6.198], [6.507, -4.125, 4.203], [4.585, -0.496, 6.305], [5.441, 0.561, 3.093], [6.414, 0.694, 4.499], [4.871, 1.564, 4.365], [2.591, -0.424, 4.346], [3.570, -0.917, 3.025], [1.957, -2.705, 3.592], [2.483, -2.616, 5.254], [4.324, -3.208, 2.852], [3.824, -4.453, 3.940], [4.757, -4.686, 6.329], [5.737, -3.496, 6.982], [4.107, -3.094, 6.545], [6.756, -3.946, 3.157], [7.449, -4.209, 4.744], [6.161, -5.159, 4.203], [4.464, 0.548, 6.594], [5.439, -0.866, 6.872], [3.596, -0.844, 6.604], [7.469, -0.924, 4.658], [-0.146, 0.131, -1.688], [-0.092, 1.672, -1.628], [-1.409, 2.267, -1.208], [-1.661, 2.157, 0.281], [-0.528, 2.915, 1.104], [0.890, 2.360, 0.762], [1.075, 2.162, -0.738], [2.290, 1.744, -1.131], [1.806, 3.602, 1.006], [1.185, 1.125, 1.588], [0.241, 2.198, -3.091], [-0.314, -0.372, -0.736], [0.841, -0.252, -1.948], [-0.834, -0.240, -2.447], [-1.773, 3.201, -1.636], [-2.280, 1.737, -1.595], [-1.713, 1.197, 0.794], [-2.672, 2.510, 0.484], [-0.729, 2.756, 2.163], [-0.686, 3.964, 0.857], [2.880, 3.414, 1.019], [1.466, 4.231, 0.183], [1.550, 4.123, 1.929], [1.141, 1.385, 2.646], [0.499, 0.315, 1.340], [2.249, 1.035, 1.370], [-0.486, 1.618, -3.660], [1.155, 1.836, -3.562], [0.098, 3.250, -3.338], [2.665, 2.576, -1.431], [-5.535, -2.243, 6.185], [-4.307, -1.370, 5.866], [-3.090, -1.937, 6.560], [-1.664, -1.654, 6.016], [-1.575, -2.034, 4.569], [-2.720, -1.343, 3.721], [-4.041, -1.309, 4.409], [-5.067, -0.882, 3.613], [-2.252, 0.169, 3.576], [-2.660, -2.111, 2.418], [-4.436, 0.078, 6.544], [-5.638, -2.615, 7.205], [-5.635, -3.164, 5.611], [-6.392, -1.649, 5.867], [-3.009, -1.570, 7.583], [-3.075, -3.026, 6.576], [-0.855, -2.217, 6.481], [-1.579, -0.568, 6.043], [-1.653, -3.118, 4.479], [-0.551, -1.808, 4.269], [-2.832, 0.580, 4.403], [-1.177, 0.339, 3.513], [-2.634, 0.496, 2.609], [-1.617, -2.099, 2.101], [-2.927, -3.149, 2.618], [-3.269, -1.657, 1.636], [-3.471, 0.513, 6.802], [-5.053, -0.048, 7.434], [-4.871, 0.756, 5.810], [-5.343, -1.735, 3.269], [1.354, -0.365, -6.023], [2.913, -0.606, -6.136], [3.391, -0.228, -7.557], [3.613, 1.262, -7.748], [4.646, 1.668, -6.784], [4.737, 0.936, -5.364], [3.479, 0.265, -5.121], [3.339, -0.255, -3.790], [6.020, -0.049, -5.298], [4.994, 2.098, -4.442], [3.305, -2.081, -6.032], [0.960, -0.518, -5.018], [0.796, -0.982, -6.727], [1.055, 0.669, -6.197], [4.175, -0.906, -7.894], [2.656, -0.436, -8.335], [2.682, 1.807, -7.595], [3.950, 1.456, -8.766], [4.744, 2.751, -6.717], [5.587, 1.520, -7.314], [6.151, -0.544, -4.336], [6.098, -0.756, -6.124], [6.922, 0.559, -5.369], [5.887, 2.638, -4.755], [4.148, 2.785, -4.407], [5.092, 1.815, -3.394], [2.927, -2.462, -5.083], [4.366, -2.333, -6.019], [2.889, -2.629, -6.877], [2.818, 0.448, -3.393], [-6.204, 1.856, -5.534], [-5.048, 1.519, -4.507], [-4.664, 2.588, -3.475], [-5.451, 2.817, -2.243], [-5.650, 1.492, -1.483], [-6.166, 0.379, -2.396], [-5.414, 0.349, -3.647], [-5.583, -0.892, -4.347], [-5.902, -0.857, -1.592], [-7.672, 0.499, -2.613], [-3.629, 1.112, -5.304], [-6.404, 0.912, -6.040], [-5.815, 2.608, -6.220], [-7.080, 2.286, -5.050], [-3.641, 2.480, -3.116], [-4.778, 3.498, -4.063], [-6.400, 3.248, -2.560], [-4.944, 3.585, -1.658], [-6.436, 1.683, -0.752], [-4.814, 1.261, -0.823], [-6.417, -1.706, -2.042], [-4.847, -1.112, -1.499], [-6.350, -0.905, -0.599], [-8.393, 0.229, -1.841], [-7.871, 1.358, -3.253], [-7.833, -0.213, -3.422], [-3.960, 0.318, -5.974], [-2.887, 0.743, -4.596], [-3.117, 1.937, -5.800], [-6.485, -0.756, -4.647]]}

=====

# 2
{"formula": "C6H9ClO", "method": "ωB97M-V/def2-TZVPD", "orbital_gap_ev": 9.79, "relative_energy_kcal_mol": 13.10, "homo_ev": -9.7, "smiles": "C/C=C(/CCl)C(C)=O", "spin_multiplicity": 1, "elements": ["C", "C", "C", "C", "Cl", "C", "C", "O", "H", "H", "H", "H", "H", "H", "H", "H", "H"], "xyz": [[-2.132, -1.852, -0.219], [-0.757, -1.424, 0.233], [-0.258, -0.207, 0.401], [1.172, -0.112, 0.903], [2.414, -0.398, -0.458], [-0.956, 1.019, 0.004], [-0.228, 2.355, -0.049], [-2.175, 1.050, -0.259], [-2.456, -2.671, 0.433], [-2.910, -1.049, -0.307], [-2.135, -2.305, -1.207], [-0.125, -2.302, 0.433], [1.483, -0.920, 1.619], [1.498, 0.847, 1.316], [-0.780, 3.062, -0.618], [0.786, 2.282, -0.449], [-0.052, 2.752, 1.000]]}

=====

# 3
{"formula": "C34H47N5OsP2S2", "method": "ωB97M-V/def2-TZVPD", "orbital_gap_ev": [6.77, 4.59], "relative_energy_kcal_mol": 0.00, "homo_ev": [-18.6, -18.6], "charge": 4, "spin_multiplicity": 5, "s2": 6.041, "elements": ["Os", "C", "P", "C", "N", "C", "C", "C", "C", "C", "C", "N", "C", "P", "C", "C", "C", "C", "C", "C", "C", "C", "C", "H", "H", "H", "H", "H", "H", "H", "H", "H", "H", "H", "H", "H", "H", "H", "H", "H", "H", "H", "H", "H", "H", "H", "H", "H", "H", "H", "H", "S", "C", "N", "C", "C", "C", "N", "H", "H", "H", "H", "H", "H", "H", "H", "N", "S", "C", "C", "C", "C", "C", "C", "C", "C", "C", "C", "C", "C", "H", "H", "H", "H", "H", "H", "H", "H", "H", "H", "H"], "xyz": [[10.720, 15.828, 11.508], [12.709, 15.952, 14.353], [11.064, 15.272, 13.806], [11.369, 13.378, 13.903], [11.834, 12.770, 14.918], [12.081, 11.396, 14.756], [12.613, 10.656, 15.837], [12.879, 9.264, 15.729], [12.464, 8.470, 14.711], [11.830, 9.193, 13.672], [11.690, 10.693, 13.642], [11.206, 11.322, 12.529], [10.945, 12.612, 12.651], [10.543, 13.475, 11.062], [11.681, 12.612, 9.909], [8.795, 13.046, 10.508], [7.808, 13.925, 11.360], [8.749, 13.408, 9.025], [8.547, 11.570, 10.643], [9.887, 15.755, 15.092], [8.621, 14.897, 14.847], [9.469, 17.230, 15.078], [10.476, 15.421, 16.458], [12.888, 15.383, 15.258], [12.764, 17.018, 14.643], [13.523, 15.706, 13.626], [12.993, 11.174, 16.719], [13.272, 8.723, 16.610], [12.568, 7.389, 14.773], [11.287, 8.782, 12.845], [11.529, 11.575, 10.035], [12.747, 12.809, 10.196], [11.526, 12.966, 8.902], [7.913, 15.008, 11.136], [7.900, 13.731, 12.436], [6.752, 13.690, 11.064], [9.003, 14.458, 8.826], [7.738, 13.188, 8.695], [9.321, 12.641, 8.418], [8.713, 11.197, 11.656], [9.165, 10.971, 9.955], [7.502, 11.450, 10.297], [7.966, 15.252, 13.974], [7.987, 14.834, 15.737], [8.832, 13.861, 14.670], [8.749, 17.415, 14.347], [10.331, 17.950, 15.041], [8.962, 17.297, 16.080], [10.858, 14.400, 16.440], [9.726, 15.565, 17.224], [11.236, 16.186, 16.656], [11.613, 16.017, 9.374], [12.628, 17.533, 9.146], [13.385, 18.102, 10.096], [14.282, 19.202, 9.867], [14.771, 19.228, 8.411], [13.569, 19.100, 7.459], [12.661, 18.020, 7.919], [13.605, 17.519, 10.889], [15.093, 19.117, 10.576], [13.729, 20.131, 10.179], [15.547, 18.446, 8.206], [15.310, 20.130, 8.240], [13.906, 18.756, 6.490], [13.062, 20.015, 7.380], [11.949, 17.728, 7.259], [10.453, 17.754, 12.011], [10.469, 19.204, 11.172], [9.414, 19.048, 9.757], [8.267, 18.264, 9.784], [7.409, 18.303, 8.669], [7.829, 18.984, 7.494], [9.064, 19.633, 7.437], [9.852, 19.688, 8.576], [9.630, 20.253, 12.382], [8.299, 19.981, 12.721], [7.700, 20.898, 13.580], [8.340, 22.049, 14.032], [9.635, 22.342, 13.597], [10.342, 21.435, 12.806], [10.089, 17.970, 12.944], [7.952, 17.761, 10.697], [6.538, 17.708, 8.684], [7.202, 18.941, 6.632], [9.392, 20.116, 6.515], [10.778, 20.225, 8.564], [7.750, 19.154, 12.301], [6.638, 20.769, 13.878], [7.863, 22.815, 14.580], [10.101, 23.255, 13.940], [11.376, 21.561, 12.549]]}

=====

# 4
{"formula": "C38H38IOS", "method": "ωB97M-V/def2-TZVPD", "orbital_gap_ev": 6.84, "homo_ev": -10.7, "charge": 1, "spin_multiplicity": 1, "elements": ["O", "C", "I", "C", "S", "C", "C", "C", "C", "C", "C", "H", "H", "H", "H", "H", "H", "H", "H", "C", "C", "C", "C", "C", "C", "H", "H", "H", "H", "H", "H", "C", "C", "C", "C", "C", "C", "H", "H", "H", "H", "H", "H", "C", "C", "C", "C", "C", "C", "H", "H", "H", "H", "H", "H", "C", "C", "C", "C", "C", "C", "H", "H", "H", "H", "H", "H", "C", "C", "C", "C", "C", "C", "H", "H", "H", "H", "H", "H"], "xyz": [[-0.522, -4.939, 1.827], [0.520, -4.517, 1.492], [2.385, -5.333, 2.060], [0.593, -3.259, 0.624], [0.264, -1.879, 1.769], [1.808, -1.028, 1.988], [2.318, -1.062, 3.285], [3.520, -0.404, 3.508], [4.147, 0.250, 2.454], [3.617, 0.261, 1.165], [2.428, -0.391, 0.919], [-0.173, -3.280, -0.144], [1.577, -3.092, 0.203], [-0.503, -1.023, 1.066], [1.793, -1.578, 4.072], [3.946, -0.409, 4.498], [5.071, 0.773, 2.648], [4.100, 0.780, 0.354], [1.979, -0.418, -0.063], [0.613, -10.017, 4.550], [0.706, -9.855, 5.925], [0.599, -8.589, 6.485], [0.392, -7.486, 5.669], [0.296, -7.649, 4.294], [0.409, -8.914, 3.733], [0.697, -11.004, 4.115], [0.862, -10.716, 6.562], [0.675, -8.463, 7.557], [0.304, -6.499, 6.106], [0.130, -6.789, 3.657], [0.336, -9.041, 2.660], [0.285, 2.357, 3.572], [-0.422, 1.190, 3.824], [-1.389, 1.151, 4.818], [-1.653, 2.291, 5.563], [-0.949, 3.462, 5.312], [0.021, 3.495, 4.320], [1.041, 2.381, 2.796], [-0.208, 0.304, 3.239], [-1.936, 0.237, 5.013], [-2.408, 2.268, 6.337], [-1.158, 4.351, 5.892], [0.570, 4.408, 4.129], [3.016, -0.590, -4.478], [3.141, -0.273, -3.134], [3.109, 1.055, -2.719], [2.946, 2.063, -3.658], [2.818, 1.747, -5.002], [2.855, 0.422, -5.414], [3.047, -1.624, -4.797], [3.269, -1.065, -2.404], [3.207, 1.282, -1.665], [2.916, 3.098, -3.343], [2.687, 2.537, -5.729], [2.758, 0.178, -6.464], [-1.162, 6.190, -5.363], [-0.435, 5.603, -6.390], [0.012, 4.295, -6.263], [-0.273, 3.573, -5.111], [-1.002, 4.159, -4.087], [-1.444, 5.469, -4.211], [-1.510, 7.210, -5.462], [-0.219, 6.164, -7.289], [0.582, 3.839, -7.063], [0.073, 2.552, -5.013], [-1.229, 3.594, -3.191], [-2.009, 5.927, -3.410], [-4.833, 4.570, -3.646], [-4.476, 3.391, -4.286], [-4.959, 2.176, -3.820], [-5.804, 2.141, -2.718], [-6.163, 3.321, -2.080], [-5.675, 4.535, -2.543], [-4.457, 5.517, -4.010], [-3.821, 3.420, -5.147], [-4.681, 1.256, -4.318], [-6.188, 1.194, -2.359], [-6.825, 3.294, -1.224], [-5.954, 5.455, -2.046]]}

=====

# 5
{"formula": "C15H22N2O2S", "method": "ωB97M-V/def2-TZVPD", "orbital_gap_ev": 8.46, "relative_energy_kcal_mol": 0.00, "homo_ev": -7.7, "smiles": "CCC(=O)Nc1sc2c(c1C(=O)N(C)C)CCCCC2", "spin_multiplicity": 1, "elements": ["C", "C", "C", "O", "N", "C", "S", "C", "C", "C", "C", "O", "N", "C", "C", "C", "C", "C", "C", "C", "H", "H", "H", "H", "H", "H", "H", "H", "H", "H", "H", "H", "H", "H", "H", "H", "H", "H", "H", "H", "H", "H"], "xyz": [[-6.052, -1.146, 0.062], [-4.919, -0.189, -0.282], [-3.565, -0.819, -0.030], [-3.385, -1.968, 0.317], [-2.518, 0.031, -0.221], [-1.211, -0.399, -0.128], [-0.829, -2.038, 0.226], [0.873, -1.688, 0.048], [1.110, -0.378, -0.239], [-0.098, 0.389, -0.286], [-0.283, 1.840, -0.502], [-1.119, 2.254, -1.300], [0.462, 2.691, 0.248], [1.120, 2.333, 1.480], [0.334, 4.112, 0.024], [2.458, 0.189, -0.581], [3.572, -0.404, 0.283], [4.114, -1.727, -0.264], [3.034, -2.691, -0.758], [1.848, -2.811, 0.201], [-5.957, -2.060, -0.519], [-7.015, -0.689, -0.150], [-6.011, -1.414, 1.115], [-4.994, 0.726, 0.311], [-4.967, 0.093, -1.337], [-2.632, 0.964, -0.606], [0.623, 2.832, 2.318], [1.077, 1.259, 1.638], [2.165, 2.654, 1.465], [-0.193, 4.266, -0.916], [1.326, 4.566, -0.031], [-0.229, 4.587, 0.832], [2.431, 1.272, -0.471], [2.671, -0.012, -1.635], [3.191, -0.550, 1.296], [4.401, 0.304, 0.347], [4.794, -1.520, -1.095], [4.698, -2.212, 0.522], [3.487, -3.675, -0.891], [2.661, -2.371, -1.732], [2.214, -2.856, 1.232], [1.316, -3.745, 0.010]]}

=====

# 6
{"formula": "C2H7NS", "method": "ωB97M-V/def2-TZVPD", "orbital_gap_ev": 10.09, "relative_energy_kcal_mol": 3.04, "homo_ev": -9.2, "smiles": "NCCS", "spin_multiplicity": 1, "elements": ["N", "C", "C", "S", "H", "H", "H", "H", "H", "H", "H"], "xyz": [[1.174, -0.167, 1.348], [0.560, -0.437, 0.047], [-0.825, 0.180, -0.095], [-1.579, -0.473, -1.648], [2.177, -0.120, 1.286], [0.884, 0.754, 1.658], [0.445, -1.511, -0.091], [1.133, -0.011, -0.785], [-1.467, -0.175, 0.711], [-0.883, 1.264, -0.098], [-1.619, 0.696, -2.332]]}

=====

Table of calculated total energy (eV), in record order: -65881.358; -20937.083; -86146.586; -60997.645; -33823.752; -14512.529